The following is a quantum chemistry calculation of a 14-piece molecular cluster, C5H39NO15 overall, from the Open Molecules 2025 dataset.

Computed properties:
charge: 0
LUMO level: 0.01 eV
HOMO: -9.39 eV
ΔE to the lowest compared entry with this formula, charge and spin: 6.095 eV
E_tot: -1397.156533 a.u.
HOMO-LUMO gap: 9.403 eV

Positions of all 60 atoms, in Å:
C: 0.66 -0.45 -0.25
N: -0.32 -0.03 -1.23
C: -0.95 -1.10 -1.97
O: -0.10 -1.45 -3.03
C: 2.08 -0.47 -0.85
C: 2.96 0.82 -0.60
C: 4.03 0.98 -1.64
O: 2.09 1.93 -0.51
H: 0.69 0.48 0.43
H: 0.33 -1.28 0.43
H: -0.98 0.64 -0.86
H: -1.09 -1.96 -1.26
H: -2.03 -0.93 -2.18
H: -0.38 -0.80 -3.65
H: 2.06 -0.66 -1.95
H: 2.81 -1.39 -0.63
H: 3.31 0.72 0.41
H: 4.81 1.56 -1.08
H: 3.74 1.41 -2.66
H: 4.47 -0.02 -1.86
H: 1.41 2.04 -1.20
H: -0.23 4.19 -1.57
H: 0.52 3.22 -0.65
O: -0.09 3.26 -1.38
H: 1.34 -0.49 2.66
H: 2.09 -1.27 3.77
O: 2.12 -1.04 2.85
H: -2.47 0.72 2.10
H: -2.08 1.72 1.14
O: -1.89 1.48 2.04
H: -0.14 -0.28 4.03
H: 0.03 -1.80 4.15
O: 0.11 -0.98 4.64
H: -1.50 -3.77 0.65
H: -1.24 -5.04 -0.41
O: -1.30 -4.11 -0.21
H: -0.06 1.51 -4.43
H: -1.12 1.05 -3.25
O: -0.87 1.15 -4.15
H: -4.29 -0.32 1.36
H: -3.06 -1.44 1.13
O: -3.48 -0.75 1.66
H: 1.72 -3.47 -2.88
H: 2.13 -2.11 -2.55
O: 2.43 -3.05 -2.40
H: -1.66 2.71 -0.79
H: -2.92 3.19 -0.01
O: -2.51 2.41 -0.47
H: -4.89 -0.06 -1.20
H: -3.51 0.76 -0.77
O: -4.39 0.34 -0.50
H: -0.17 1.81 3.14
H: -0.84 2.03 4.59
O: -0.04 1.94 4.08
H: -0.25 -4.92 2.20
H: 0.61 -4.00 1.35
O: -0.02 -4.00 2.06
H: 0.06 2.87 1.60
H: 1.54 3.06 1.38
O: 0.69 3.45 1.18

Mulliken atomic charge list, values in e, 5 entries: -0.193, 1.001, -0.650, -0.465, -1.076